(1)
{"formula": "C5H30NO10", "method": "ωB97M-V/def2-TZVPD", "orbital_gap_ha": 0.32309, "largest_force_ev_per_a": 3.1, "charge": -1, "energy_ha": -1015.70514, "de_lowest_ev": 1.0437, "mol_weight_g_mol": 264.3, "species": ["C", "C", "N", "C", "C", "C", "O", "H", "H", "H", "H", "H", "H", "H", "H", "H", "H", "H", "H", "H", "H", "O", "H", "H", "O", "H", "H", "O", "H", "H", "O", "H", "H", "O", "H", "H", "O", "H", "H", "O", "H", "H", "O", "H", "H", "O"], "xyz": [[2.683385, -1.119023, -2.350640], [1.497094, -0.529857, -3.143796], [1.242806, 0.836790, -2.692714], [0.157580, 0.261811, -0.441919], [1.114371, 1.108321, -1.234658], [0.753237, 2.606765, -1.150298], [0.421347, 2.906989, 0.228466], [3.413866, -0.340296, -2.125749], [3.269866, -1.864649, -2.894899], [2.424826, -1.668003, -1.445166], [0.693400, -1.242683, -2.910320], [1.716666, -0.519863, -4.205829], [0.352010, 1.100638, -3.110314], [0.329391, 0.685691, 0.544368], [-0.905238, 0.388098, -0.628107], [0.375535, -0.794905, -0.494802], [2.148699, 1.059408, -0.925340], [1.582798, 3.246048, -1.417457], [-0.224581, 2.640866, -1.635872], [-0.537685, 2.721635, 0.331068], [-2.317428, 2.927197, 1.102463], [-1.854903, 2.099114, 1.291425], [-1.224120, 0.081341, 3.335268], [-0.821761, 1.288836, 2.564345], [-0.422695, 0.524922, 3.030804], [-2.028101, -2.676575, 2.721027], [-0.619197, -2.907639, 3.262559], [-1.424939, -3.372011, 3.006161], [3.072359, -2.165705, 1.689731], [2.923562, -3.662852, 1.423441], [3.283619, -3.030702, 2.053318], [-2.898279, 1.182947, 1.981174], [-4.128116, 0.278764, 2.103480], [-3.337942, 0.488613, 2.615717], [-2.470183, -0.977680, -3.002562], [-2.390814, -0.942267, -1.487539], [-1.962036, -1.327042, -2.265184], [1.746857, 3.050960, 1.656717], [1.834640, 1.734189, 2.398281], [2.292970, 2.577917, 2.307222], [-0.054973, -3.082233, 1.064948], [-0.046672, -3.412821, -0.381666], [0.382716, -3.671856, 0.437560], [-2.836273, 1.267348, 0.231929], [-3.857439, 1.465957, -0.937541], [-3.350227, 0.777517, -0.499120]], "forces_ev_per_a": [[0.91, -0.14, -0.53], [0.70, -0.84, 1.85], [-0.90, 0.22, -0.47], [0.47, 0.52, 0.71], [0.60, 0.45, -2.20], [-1.21, -1.57, 2.33], [0.51, 0.76, -1.02], [-0.08, 0.07, 0.22], [-0.26, 0.01, -0.46], [-0.35, 0.47, 0.20], [-0.43, 0.34, -0.49], [-0.07, 0.02, -0.17], [0.09, 0.13, -0.04], [-0.30, -0.81, 0.50], [0.10, 0.35, -0.46], [0.26, -0.29, 0.12], [0.17, -0.49, 0.92], [-0.24, 0.19, -0.71], [0.38, 0.87, -1.04], [0.19, -0.38, 0.86], [0.11, 0.05, 0.48], [-0.80, 0.46, -0.93], [0.02, -0.02, -0.01], [0.16, -0.04, -0.17], [-0.07, 0.05, 0.17], [-0.02, 0.11, 0.08], [-0.10, 0.04, 0.11], [0.12, 0.09, -0.13], [-0.09, -0.01, -0.03], [-0.21, 0.10, -0.05], [0.18, -0.06, 0.08], [0.24, -0.62, 1.31], [0.00, -0.28, 0.24], [-0.27, 0.53, -0.90], [0.00, 0.00, 0.04], [-0.03, 0.28, 0.00], [-0.07, -0.25, -0.06], [-0.05, -0.32, 0.05], [-0.10, 0.08, 0.09], [0.13, 0.12, -0.04], [0.05, -0.27, 0.28], [0.05, -0.10, -0.35], [-0.02, 0.31, -0.05], [0.22, -0.24, -0.62], [0.01, -0.04, -0.04], [0.01, 0.14, 0.33]], "mulliken_charge": [-1.134, -0.228, -0.353, -0.322, 0.409, -0.889, -0.470, 0.321, 0.406, 0.156, 0.134, 0.464, 0.290, 0.275, -0.127, 0.039, 0.136, 0.336, 0.395, 0.292, 0.101, -1.172, 0.296, 0.307, -0.658, 0.336, 0.324, -0.670, 0.322, 0.317, -0.653, 0.405, 0.291, -0.727, 0.264, 0.287, -0.597, 0.395, 0.323, -0.689, 0.309, 0.287, -0.602, 0.415, 0.270, -0.612]}


(2)
{"formula": "C15H25FeNO4Si2Te", "method": "ωB97M-V/def2-TZVPD", "orbital_gap_ha": [0.28806, 0.22268], "largest_force_ev_per_a": 3.5, "multiplicity": 6, "charge": 1, "energy_ha": -3052.80122, "de_lowest_ev": 1.6720, "mol_weight_g_mol": 523.0, "species": ["Fe", "O", "C", "O", "C", "C", "C", "C", "C", "N", "C", "O", "O", "H", "H", "H", "C", "Si", "C", "C", "C", "Te", "C", "Si", "C", "C", "C", "H", "H", "H", "H", "H", "H", "H", "H", "H", "H", "H", "H", "H", "H", "H", "H", "H", "H", "H", "H", "H", "H"], "xyz": [[2.791280, -1.210496, 0.111016], [5.622280, 0.905904, -2.101584], [4.717180, 0.549004, -1.395084], [4.149180, -0.589596, -1.304384], [4.097380, 1.551404, -0.377084], [4.517780, 2.848504, -0.127784], [3.881780, 3.547904, 0.891716], [2.872680, 2.946704, 1.638116], [2.523680, 1.644104, 1.319316], [3.118180, 1.004804, 0.318116], [1.486180, 0.709004, 1.920316], [0.344480, 1.073204, 2.140016], [1.882680, -0.506396, 1.936616], [5.314380, 3.282904, -0.708884], [4.181580, 4.560804, 1.120016], [2.376780, 3.465704, 2.441716], [-2.206020, -1.345896, 2.564616], [-1.620320, -2.869196, 1.593116], [0.055580, -3.535996, 2.202216], [-2.958920, -4.219696, 1.484116], [-1.359820, -2.376196, -0.292184], [0.113080, -0.856496, -0.291584], [-1.286220, 0.726404, -0.247484], [-1.647520, 1.336304, -2.063784], [-2.325120, -0.147796, -3.046684], [-2.947620, 2.709004, -1.870584], [0.035480, 1.935204, -2.729584], [-2.401720, -1.616196, 3.598216], [-3.131720, -0.935496, 2.169016], [-1.457920, -0.555096, 2.575716], [-0.036620, -3.925296, 3.212116], [0.810180, -2.749996, 2.230916], [0.423880, -4.348796, 1.579816], [-3.191720, -4.598396, 2.472516], [-2.638020, -5.062096, 0.879216], [-3.880720, -3.836696, 1.057216], [-2.274020, -1.995296, -0.736684], [-1.003020, -3.231596, -0.859484], [-0.852620, 1.534004, 0.336416], [-2.179720, 0.366604, 0.258016], [-3.249220, -0.524396, -2.616984], [-1.611620, -0.967696, -3.088184], [-2.549520, 0.141804, -4.068184], [-3.858920, 2.334804, -1.414084], [-3.214420, 3.114704, -2.839984], [-2.587320, 3.531204, -1.260284], [0.786680, 1.144604, -2.688784], [0.409180, 2.781104, -2.157784], [-0.041120, 2.259104, -3.763084]], "forces_ev_per_a": [[1.72, 3.03, 0.12], [-0.02, -0.26, -0.19], [0.03, 2.12, 0.90], [-1.36, -2.89, 0.44], [0.37, -0.28, -0.63], [-0.21, -0.06, 0.11], [0.04, -0.08, -0.07], [-0.24, -0.27, -0.05], [0.06, 0.09, 0.05], [-0.06, -0.54, 0.30], [-0.07, 1.29, -0.21], [0.11, 0.23, 0.44], [0.53, -2.15, -0.62], [0.11, -0.03, -0.07], [0.02, 0.04, 0.01], [-0.05, 0.05, 0.09], [0.36, -0.52, -0.47], [-0.44, -0.46, 0.05], [-0.57, 0.33, -0.32], [0.63, 0.57, 0.08], [0.46, -0.01, 0.82], [-1.89, -0.24, -0.56], [0.13, 0.42, -0.81], [-0.11, 0.13, -0.15], [0.31, 0.62, 0.42], [0.59, -0.56, -0.03], [-0.72, -0.26, 0.30], [0.01, -0.14, 0.17], [-0.16, -0.02, -0.14], [0.13, 0.09, 0.03], [-0.04, -0.02, 0.17], [0.02, 0.13, 0.10], [-0.05, -0.14, -0.14], [-0.04, -0.08, 0.27], [0.13, -0.12, -0.11], [-0.13, 0.15, -0.07], [0.02, 0.26, -0.08], [0.13, -0.06, -0.03], [0.14, -0.05, 0.07], [0.09, -0.31, 0.08], [-0.15, -0.03, 0.14], [0.13, -0.12, -0.06], [0.02, 0.09, -0.20], [-0.13, -0.15, 0.07], [-0.02, 0.06, -0.26], [0.14, 0.11, 0.11], [0.06, -0.07, -0.05], [0.02, 0.10, 0.15], [-0.04, -0.01, -0.18]], "mulliken_charge": [0.758, -0.590, 0.380, -0.695, 0.229, -0.471, -0.322, -0.611, 0.791, 0.292, -0.316, -0.587, -0.779, 0.533, 0.459, 0.527, -0.915, 0.221, -0.907, -1.085, -0.812, 0.670, -0.849, 0.149, -1.027, -1.079, -1.004, 0.411, 0.343, 0.308, 0.364, 0.249, 0.343, 0.340, 0.348, 0.337, 0.274, 0.593, 0.574, 0.412, 0.345, 0.328, 0.384, 0.354, 0.356, 0.358, 0.306, 0.327, 0.386]}